one) Entry from the Open Molecules 2025 dataset: an isolated molecule of C5H15N3 (ωB97M-V/def2-TZVPD).

Properties
Structure (SMILES): CN(CCN)CCN
HOMO level: -8.5633 eV
HOMO-LUMO gap: 9.595 eV
LUMO: 1.0 eV

Atoms and positions in Å:
C (-0.49, -1.58, 0.33)
N (0.10, -0.25, 0.18)
C (0.51, 0.03, -1.18)
C (1.74, -0.79, -1.59)
N (2.16, -0.44, -2.95)
C (-0.80, 0.82, 0.69)
C (-1.18, 0.64, 2.14)
N (-1.91, 1.83, 2.67)
H (-1.52, -1.60, -0.06)
H (0.22, -2.28, -0.09)
H (-0.62, -1.77, 1.39)
H (0.93, 1.04, -1.14)
H (-0.27, -0.03, -1.94)
H (1.63, -1.85, -1.41)
H (2.52, -0.52, -0.89)
H (2.77, -1.13, -3.35)
H (2.57, 0.48, -2.95)
H (-0.30, 1.74, 0.40)
H (-1.73, 0.74, 0.10)
H (-0.38, 0.45, 2.84)
H (-1.91, -0.15, 2.20)
H (-1.34, 2.66, 2.53)
H (-2.72, 1.98, 2.07)

Now the natural (NBO) charges, all in e: number 1, C, carries -0.4224; number 2, N, carries -0.4298; number 3, C, carries -0.2235; number 4, C, carries -0.2182; number 5, N, carries -0.8475; number 6, C, carries -0.2309; number 7, C, carries -0.2352; number 8, N, carries -0.8135; number 9, H, carries 0.1640; number 10, H, carries 0.2039; number 11, H, carries 0.1991; number 12, H, carries 0.1847; number 13, H, carries 0.1746; number 14, H, carries 0.1830; number 15, H, carries 0.1677; number 16, H, carries 0.3656; number 17, H, carries 0.3563; number 18, H, carries 0.1959; number 19, H, carries 0.1522; number 20, H, carries 0.2010; number 21, H, carries 0.1877; number 22, H, carries 0.3425; number 23, H, carries 0.3428


two) Entry from the Open Molecules 2025 dataset: an isolated molecule of C5H15N3 (ωB97M-V/def2-TZVPD).

Properties
Structure (SMILES): CN(C)C[C@H](N)CN
HOMO level: -8.0348 eV
HOMO-LUMO gap: 9.031 eV
LUMO: 1.0 eV

Atoms and positions in Å:
C (2.15, -1.21, -0.81)
N (1.51, 0.09, -0.95)
C (2.09, 1.07, -0.05)
C (0.03, 0.02, -0.86)
C (-0.67, 0.12, 0.54)
N (-0.18, -0.90, 1.49)
C (-2.21, 0.01, 0.40)
N (-2.81, 1.05, -0.44)
H (1.76, -1.92, -1.55)
H (3.23, -1.12, -1.00)
H (2.02, -1.65, 0.19)
H (2.04, 0.77, 1.01)
H (1.60, 2.04, -0.15)
H (3.15, 1.23, -0.29)
H (-0.32, -0.89, -1.37)
H (-0.34, 0.85, -1.47)
H (-0.44, 1.10, 0.97)
H (-0.32, -1.83, 1.09)
H (-0.73, -0.86, 2.35)
H (-2.48, -0.97, -0.03)
H (-2.67, 0.07, 1.39)
H (-2.59, 1.97, -0.05)
H (-3.82, 0.97, -0.42)

Now the natural (NBO) charges, all in e: number 1, C, carries -0.4154; number 2, N, carries -0.4426; number 3, C, carries -0.4214; number 4, C, carries -0.2283; number 5, C, carries -0.0720; number 6, N, carries -0.8380; number 7, C, carries -0.2199; number 8, N, carries -0.8399; number 9, H, carries 0.1930; number 10, H, carries 0.1953; number 11, H, carries 0.1769; number 12, H, carries 0.1792; number 13, H, carries 0.1941; number 14, H, carries 0.1980; number 15, H, carries 0.1925; number 16, H, carries 0.2157; number 17, H, carries 0.1790; number 18, H, carries 0.3504; number 19, H, carries 0.3565; number 20, H, carries 0.1812; number 21, H, carries 0.1587; number 22, H, carries 0.3493; number 23, H, carries 0.3576


Quick one: least stable of them? one)


one) Entry from the Open Molecules 2025 dataset: a 2-piece molecular cluster, C5H15N3 overall (ωB97M-V/def2-TZVPD).

Properties
HOMO level: -7.7407 eV
HOMO-LUMO gap: 5.331 eV
LUMO: -2.4 eV

Atoms and positions in Å:
C (0.76, 1.30, -1.10)
C (-0.10, 0.54, -2.15)
C (-1.14, -0.29, -1.40)
C (-0.43, -1.05, -0.33)
N (-0.51, -0.21, 0.83)
C (0.46, -0.40, 1.85)
N (1.08, -1.61, 1.83)
N (0.16, 1.88, 0.05)
H (1.41, 0.54, -0.66)
H (1.48, 1.97, -1.60)
H (-0.59, 1.12, -2.93)
H (0.65, -0.08, -2.63)
H (-1.71, -0.95, -2.05)
H (-1.80, 0.35, -0.84)
H (0.62, -1.25, -0.60)
H (-0.81, -2.04, -0.12)
H (-1.16, -2.42, 2.30)
H (-0.02, -0.07, 2.78)
H (1.25, 0.37, 1.66)
H (2.10, -1.46, 1.88)
H (-1.66, -2.48, 2.83)
H (-0.20, 2.77, -0.26)
H (-0.62, 0.85, 0.64)

Now the natural (NBO) charges, all in e: number 1, C, carries -0.2531; number 2, C, carries -0.4098; number 3, C, carries -0.4189; number 4, C, carries -0.2552; number 5, N, carries -0.3855; number 6, C, carries -0.1730; number 7, N, carries -0.6424; number 8, N, carries -0.7490; number 9, H, carries 0.1627; number 10, H, carries 0.2021; number 11, H, carries 0.2074; number 12, H, carries 0.2007; number 13, H, carries 0.2167; number 14, H, carries 0.2118; number 15, H, carries 0.2108; number 16, H, carries 0.2420; number 17, H, carries 0.0029; number 18, H, carries 0.2793; number 19, H, carries 0.2869; number 20, H, carries 0.3303; number 21, H, carries -0.0076; number 22, H, carries 0.3346; number 23, H, carries 0.4063


two) Entry from the Open Molecules 2025 dataset: a 2-piece molecular cluster, C5H15N3 overall (ωB97M-V/def2-TZVPD).

Properties
Structure (SMILES): C=NCC.CNCN
HOMO level: -9.1670 eV
HOMO-LUMO gap: 10.075 eV
LUMO: 0.9 eV

Atoms and positions in Å:
C (2.94, -0.58, -1.54)
N (2.46, 0.55, -1.81)
C (1.26, 0.97, -1.09)
C (1.04, 2.47, -1.25)
H (2.54, -1.25, -0.77)
H (3.82, -0.91, -2.08)
H (0.39, 0.43, -1.49)
H (1.34, 0.68, -0.04)
H (0.25, 2.83, -0.60)
H (1.97, 3.00, -1.03)
H (0.76, 2.68, -2.28)
C (-0.86, -1.75, 2.14)
N (-2.12, -1.50, 1.45)
C (-1.96, -0.69, 0.26)
N (-1.93, 0.75, 0.51)
H (-1.03, -2.36, 3.03)
H (-0.12, -2.24, 1.50)
H (-0.43, -0.80, 2.44)
H (-2.55, -2.38, 1.21)
H (-2.81, -0.88, -0.41)
H (-1.05, -0.92, -0.31)
H (-2.76, 0.97, 1.05)
H (-1.15, 0.96, 1.12)

Now the natural (NBO) charges, all in e: number 1, C, carries -0.0556; number 2, N, carries -0.3857; number 3, C, carries -0.2596; number 4, C, carries -0.6055; number 5, H, carries 0.1336; number 6, H, carries 0.1701; number 7, H, carries 0.2005; number 8, H, carries 0.1683; number 9, H, carries 0.2134; number 10, H, carries 0.2082; number 11, H, carries 0.2100; number 12, C, carries -0.4174; number 13, N, carries -0.6380; number 14, C, carries -0.0602; number 15, N, carries -0.8279; number 16, H, carries 0.2061; number 17, H, carries 0.1632; number 18, H, carries 0.1854; number 19, H, carries 0.3565; number 20, H, carries 0.1845; number 21, H, carries 0.1493; number 22, H, carries 0.3565; number 23, H, carries 0.3443


three) Entry from the Open Molecules 2025 dataset: C5H15N3 as an isolated structure (ωB97M-V/def2-TZVPD).

Properties
HOMO level: -8.7165 eV
HOMO-LUMO gap: 9.650 eV
LUMO: 0.9 eV

Atoms and positions in Å:
C (-1.61, 0.65, -0.30)
N (-0.51, 0.56, 0.63)
C (0.60, 1.39, 0.16)
C (1.90, 0.97, 0.79)
C (2.35, -0.49, 0.56)
N (2.11, -0.74, -0.94)
C (-2.79, -0.39, -0.29)
N (-2.12, -1.68, -0.67)
H (-2.03, 1.77, -0.51)
H (-1.24, 0.42, -1.24)
H (-0.78, 0.70, 1.59)
H (0.78, 1.27, -0.94)
H (0.40, 2.43, 0.34)
H (2.77, 1.56, 0.38)
H (1.92, 1.13, 1.86)
H (1.92, -1.28, 1.37)
H (3.41, -0.59, 0.83)
H (1.21, -0.93, -0.03)
H (2.94, -1.36, -1.16)
H (-3.31, -0.46, 0.71)
H (-3.54, -0.17, -1.03)
H (-1.08, -1.52, -0.84)
H (-2.34, -2.60, -0.04)

Now the natural (NBO) charges, all in e: number 1, C, carries -0.2151; number 2, N, carries -0.6503; number 3, C, carries -0.2456; number 4, C, carries -0.4003; number 5, C, carries -0.3763; number 6, N, carries -0.9199; number 7, C, carries -0.2141; number 8, N, carries -0.8918; number 9, H, carries 0.1490; number 10, H, carries 0.1891; number 11, H, carries 0.3707; number 12, H, carries 0.2335; number 13, H, carries 0.1829; number 14, H, carries 0.2176; number 15, H, carries 0.1947; number 16, H, carries 0.1702; number 17, H, carries 0.2208; number 18, H, carries 0.4940; number 19, H, carries 0.3711; number 20, H, carries 0.1755; number 21, H, carries 0.1912; number 22, H, carries 0.3777; number 23, H, carries 0.3754


Quick one: least stable of them? one)